Entry 1:
Density functional theory data (the ωB97M-V functional and the def2-TZVPD basis) for a cluster of 3 separate species, C16H38BBrClF3N3O6S in total in a non-equilibrium geometry.

```
70
C16H38BBrClF3N3O6S the ωB97M-V functional and the def2-TZVPD basis
C -5.056 1.993 -0.129
C -5.815 2.993 -1.143
Cl -4.655 3.170 -2.597
C -7.211 2.412 -1.643
B -8.493 2.856 -0.704
N -9.007 4.176 -1.303
Br -8.028 3.237 1.223
S -9.892 1.605 -0.957
O -9.688 0.990 -2.325
O -11.256 2.261 -0.923
C -9.919 0.194 0.276
F -8.745 0.005 0.985
F -10.121 -1.002 -0.443
F -11.045 0.336 1.079
H -4.414 1.278 -0.719
H -4.454 2.577 0.645
H -5.887 1.415 0.396
H -5.904 4.034 -0.687
H -7.419 2.869 -2.669
H -7.118 1.285 -1.782
H -8.294 4.909 -1.157
H -9.778 4.468 -0.675
C 1.684 -0.654 -1.048
O 1.122 -1.904 -0.673
C 1.427 -2.293 0.665
C 0.202 -2.166 1.571
N -0.141 -0.769 1.819
C -1.467 -0.565 2.410
C -2.694 -1.085 1.646
O -2.983 -0.381 0.446
C -2.190 -0.757 -0.668
H 1.606 -0.562 -2.133
H 1.136 0.177 -0.599
H 2.742 -0.594 -0.773
H 2.287 -1.747 1.066
H 1.705 -3.351 0.617
H 0.411 -2.659 2.526
H -0.618 -2.703 1.083
H -0.107 -0.258 0.945
H -1.587 0.514 2.540
H -1.466 -1.004 3.415
H -3.562 -0.923 2.292
H -2.658 -2.164 1.464
H -1.949 -1.822 -0.668
H -1.283 -0.151 -0.705
H -2.757 -0.536 -1.575
C 9.808 -0.298 -1.691
O 9.241 -1.545 -1.321
C 9.530 -1.932 0.024
C 8.293 -1.803 0.913
N 7.947 -0.404 1.153
C 6.614 -0.200 1.726
C 5.397 -0.721 0.947
O 5.123 -0.020 -0.261
C 5.932 -0.401 -1.362
H 9.743 -0.210 -2.777
H 9.256 0.536 -1.251
H 10.862 -0.239 -1.404
H 10.384 -1.386 0.434
H 9.808 -2.990 -0.019
H 8.489 -2.294 1.871
H 7.480 -2.341 0.415
H 7.992 0.105 0.279
H 6.492 0.879 1.852
H 6.601 -0.636 2.732
H 4.520 -0.558 1.581
H 5.436 -1.801 0.768
H 6.173 -1.465 -1.354
H 6.839 0.205 -1.388
H 5.378 -0.183 -2.278
```

Calculated values
total charge = -1
molecular weight = 583.73 g mol⁻¹
highest occupied orbital energy = -5.587 eV
lowest unoccupied orbital energy = 1.8 eV

=====

Entry 2:
Density functional theory data (the ωB97M-V functional and the def2-TZVPD basis) for an isolated molecule of C2HF2N3 in a non-equilibrium geometry.

```
8
C2HF2N3 the ωB97M-V functional and the def2-TZVPD basis
C -0.095 0.950 -0.030
C -1.217 1.072 0.515
N -1.916 -0.132 0.854
N -1.627 -1.263 1.019
N -0.716 -1.946 0.613
F -1.973 2.108 0.812
F -0.864 -3.291 0.928
H 0.684 0.700 -0.671
```

Calculated values
molecular weight = 105.05 g mol⁻¹
highest occupied orbital energy (spin up / spin down) = -9.792 / -9.867 eV
relative energy (zero: lowest compared OMol25 entry of this formula, charge and spin) = 131.5 kcal per mole
lowest unoccupied orbital energy (spin up / spin down) = -1.4 / -1.9 eV

=====

Entry 3:
Density functional theory data (the ωB97M-V functional and the def2-TZVPD basis) for a structure of composition C8H24F2O4Pb2 in a non-equilibrium geometry.

```
40
C8H24F2O4Pb2 the ωB97M-V functional and the def2-TZVPD basis
Pb 2.226 -3.719 -2.086
Pb -1.813 -1.565 -3.708
F -0.928 -4.631 -2.538
F 0.061 -1.406 -0.784
C -0.927 -4.329 2.921
C 0.046 -3.251 3.385
O -0.384 -1.984 2.921
H -0.902 -4.462 1.840
H -1.945 -4.006 3.141
H -0.699 -5.290 3.381
H 1.013 -3.378 2.898
H 0.224 -3.132 4.453
H -0.171 -2.010 1.986
C -2.929 1.098 0.741
C -3.630 -0.260 0.222
O -3.987 -0.083 -1.103
H -2.636 0.983 1.785
H -3.598 1.957 0.696
H -2.020 1.242 0.158
H -4.525 -0.479 0.804
H -3.042 -1.176 0.287
H -4.600 0.655 -1.135
C 3.871 2.178 2.466
C 2.631 1.339 2.274
O 2.478 1.257 0.835
H 4.115 2.181 3.529
H 3.647 3.216 2.221
H 4.734 1.906 1.859
H 1.759 1.800 2.739
H 2.756 0.329 2.662
H 1.738 0.677 0.644
C 1.533 2.907 -4.846
C 0.614 2.565 -3.749
O -0.496 1.971 -4.402
H 2.375 3.499 -4.486
H 1.054 3.405 -5.688
H 1.892 1.954 -5.234
H 0.332 3.461 -3.195
H 1.085 1.911 -3.015
H -0.951 2.669 -4.880
```

Calculated values
total charge = +2
molecular weight = 636.67 g mol⁻¹
highest occupied orbital energy = -14.006 eV
lowest unoccupied orbital energy = -10.9 eV